The following is a quantum chemistry calculation of a 14-piece molecular cluster, C52H127N5O14 overall at a distorted geometry, from the OMol25 dataset.

```
198
Properties=species:S:1:pos:R:3:forces:R:3
C 23.256520 -26.884390 8.347910 1.36 -0.39 0.87
O 24.245370 -27.319210 7.379520 -1.19 -0.04 0.56
H 23.807950 -26.578230 9.236900 0.16 1.34 -0.11
H 22.555760 -26.148520 7.953550 0.07 -0.08 0.14
H 22.771950 -27.679770 8.914180 -0.52 -0.79 -1.33
H 24.798910 -26.547360 7.240090 0.12 -0.04 -0.15
C 14.685510 -24.158790 -2.302500 1.56 0.32 -0.87
O 15.652410 -25.208130 -2.080830 -1.01 0.22 0.05
H 14.919260 -23.728960 -3.276520 -0.22 -0.35 -0.37
H 13.656800 -24.518760 -2.318940 0.06 0.24 0.39
H 14.942340 -23.308940 -1.670140 -0.75 -0.16 0.71
H 15.197850 -25.808160 -1.485070 0.36 -0.27 0.11
C 18.789970 -10.972030 4.188860 -0.26 0.28 1.90
O 19.863080 -11.859680 4.051240 0.87 -0.35 -1.27
H 18.547230 -10.312630 3.355560 0.37 -0.72 -0.50
H 17.936880 -11.558260 4.530450 -0.53 0.34 -0.30
H 19.047410 -10.286170 4.995960 -0.28 0.32 0.20
H 20.199220 -12.107960 4.915520 -0.16 0.14 -0.02
C 19.356320 -14.794460 -5.262970 0.14 -1.22 -0.14
O 20.138400 -15.877150 -4.663380 -0.63 1.25 -0.28
H 18.301230 -14.850030 -4.995030 -0.01 0.01 0.51
H 19.762140 -13.822090 -4.983850 0.13 -0.28 0.03
H 19.339390 -14.920980 -6.345470 0.38 0.31 -0.14
H 19.981760 -16.658480 -5.198720 0.00 -0.09 0.03
C 14.356540 -18.554790 -4.997960 -0.87 1.66 0.06
O 14.460640 -18.789070 -6.390110 0.07 -0.44 -0.01
H 14.939890 -19.195190 -4.336360 0.15 0.00 -0.32
H 14.559630 -17.489210 -4.891240 1.22 -0.04 0.29
H 13.342130 -18.441660 -4.615500 -0.54 -1.10 -0.22
H 13.732450 -19.323190 -6.715770 0.00 -0.10 0.20
C 28.825580 -23.253510 5.573960 0.53 0.51 0.59
O 27.920080 -24.108380 6.235570 -0.25 -0.13 0.06
H 28.547900 -23.254840 4.519920 0.37 0.02 0.15
H 28.864470 -22.240390 5.974180 -0.97 0.45 -0.14
H 29.869180 -23.488000 5.783730 0.21 -0.94 -0.64
H 28.068220 -24.084290 7.183760 0.10 0.07 -0.01
C 22.962900 -12.783320 -1.083670 0.16 -0.33 -0.84
O 23.571130 -13.854740 -1.863840 -0.69 0.64 0.79
H 23.149490 -11.843710 -1.603680 0.00 0.16 0.19
H 21.891250 -12.982150 -1.095370 -0.08 0.37 0.43
H 23.329820 -12.725640 -0.058900 0.12 -0.24 -0.13
H 22.768000 -14.223190 -2.239110 0.49 -0.63 -0.46
O 15.507080 -27.611790 6.472770 -0.18 0.01 0.15
H 15.658560 -27.055700 5.708530 0.01 0.17 -0.19
H 16.243710 -28.223020 6.474600 0.18 -0.18 0.04
O 18.990230 -20.145030 -6.613230 0.16 0.18 0.08
H 18.093440 -19.988700 -6.909130 -0.28 0.10 -0.07
H 19.117050 -21.087830 -6.719340 0.09 -0.23 0.00
C 32.065980 -15.128930 2.587750 1.12 0.47 -0.20
C 31.587650 -14.308750 3.819680 -0.79 0.13 -0.19
C 31.241680 -15.257410 4.937350 1.69 -0.92 1.51
C 32.561030 -15.756150 5.698950 -0.95 -0.08 -1.02
C 33.347250 -14.584460 6.220240 0.18 0.00 -0.34
C 33.738890 -13.607630 5.072760 1.31 0.46 2.24
N 32.525410 -13.258720 4.348870 -0.63 -3.14 2.11
O 32.854130 -12.377160 3.406870 0.13 2.49 -2.36
C 34.212560 -12.307730 5.940030 -1.27 -0.36 -1.59
C 34.996140 -14.131480 4.214920 -1.39 0.63 0.21
C 30.228490 -13.614350 3.468440 0.40 -1.54 -0.90
H 32.484080 -14.419120 1.873990 -0.05 -0.09 -0.28
H 31.383510 -15.799380 2.065420 -0.89 0.62 0.25
H 32.854320 -15.854810 2.787060 0.38 0.32 0.57
H 30.551430 -14.759240 5.618150 0.13 -0.10 0.31
H 30.743380 -16.137150 4.530070 -0.13 0.07 -0.05
H 33.170710 -16.281900 4.964120 0.03 -0.15 -0.13
H 32.337250 -16.497440 6.466090 -0.22 0.14 0.12
H 34.267200 -14.826150 6.752580 0.17 -0.56 -0.24
H 32.763430 -14.126830 7.018880 -0.27 0.65 -0.32
H 33.333340 -11.887200 6.428110 -0.26 -0.36 0.21
H 34.939600 -12.513980 6.725500 0.22 -0.17 -0.42
H 34.489170 -11.491050 5.273230 0.71 -0.17 -0.02
H 34.726270 -14.902540 3.493280 -0.08 -0.41 0.44
H 35.397090 -13.360450 3.557010 -0.08 0.41 0.34
H 35.788470 -14.450540 4.892050 -0.10 -0.14 -0.06
H 29.635500 -14.425550 3.046050 -0.17 -0.29 -0.03
H 30.280880 -12.953210 2.603420 0.12 0.67 0.54
H 29.631990 -13.334600 4.336800 0.48 0.80 -0.06
H 32.330340 -11.628670 3.701850 0.18 0.62 -0.62
C 18.567770 -22.158230 2.972200 1.35 0.17 -0.34
C 20.069620 -21.959280 2.445050 -0.08 -0.39 -0.81
C 19.871310 -21.491190 0.975430 2.25 0.70 -0.14
C 21.201890 -20.902110 0.302260 -1.41 -1.87 0.74
C 21.691200 -19.773560 1.125800 0.89 0.01 0.80
C 21.927620 -20.185880 2.679090 -0.69 2.18 -1.04
N 20.714030 -20.885730 3.222520 -0.12 0.06 -3.47
O 20.746330 -21.290280 4.534250 0.52 0.37 1.34
C 23.316220 -20.888040 2.785900 -0.12 -0.65 1.52
C 21.909180 -18.745440 3.421560 0.68 -1.44 -0.15
C 20.860760 -23.329170 2.390740 -0.40 1.28 0.46
H 18.097050 -21.175600 2.941310 -0.01 0.06 0.19
H 18.472020 -22.590540 3.968210 0.24 0.06 0.00
H 18.004630 -22.784670 2.280430 0.17 -0.13 -0.08
H 19.544830 -22.358140 0.401050 -0.45 0.28 -0.08
H 19.198030 -20.633990 0.973780 -0.52 -0.31 -0.16
H 20.994170 -20.667530 -0.741730 -0.01 0.28 0.05
H 22.005540 -21.638440 0.295690 -0.17 -0.44 -0.10
H 21.133670 -18.865470 0.896380 -0.52 0.04 0.87
H 22.681770 -19.523340 0.745990 0.28 0.13 0.23
H 24.198120 -20.358840 2.424950 -0.42 0.64 0.01
H 23.472170 -21.106530 3.842330 0.18 0.56 0.44
H 23.501970 -21.909130 2.452770 -0.96 -0.06 -0.95
H 22.511650 -17.989970 2.917190 0.15 -0.22 -0.27
H 20.891190 -18.359490 3.474880 -0.03 -0.26 -0.08
H 22.317210 -18.830900 4.428690 -0.11 -0.08 0.14
H 21.827640 -23.302160 1.888240 -0.33 0.42 -0.73
H 20.145160 -23.957620 1.860590 0.49 -0.76 0.38
H 21.208680 -23.640350 3.375740 -0.92 -0.40 0.26
H 20.063090 -20.691220 4.843920 0.04 -0.20 0.98
C 7.887540 -17.800270 1.719720 0.81 -0.86 -0.48
C 9.475070 -17.797500 1.980220 -1.48 -1.48 1.06
C 9.877290 -16.403580 1.594010 0.95 0.40 1.28
C 11.136040 -15.953160 2.293860 1.21 0.51 -0.49
C 11.075250 -15.957700 3.780390 -2.01 -1.42 0.75
C 10.591730 -17.386060 4.355900 -0.04 0.27 0.97
N 9.654660 -18.077990 3.464940 -1.52 0.92 -1.28
O 8.988980 -19.322130 3.919780 1.77 1.73 -0.64
C 11.831300 -18.259490 4.534020 0.62 -0.49 -0.95
C 9.935720 -17.131970 5.770060 -0.20 -0.89 -1.77
C 10.305070 -18.800920 1.137080 -1.24 -1.39 -0.21
H 7.668640 -17.438400 0.715100 0.17 0.22 -0.08
H 7.375110 -18.761510 1.758800 0.44 -0.37 0.14
H 7.344350 -17.172130 2.425750 0.46 0.28 0.12
H 10.091370 -16.347340 0.526720 -0.57 0.00 -0.06
H 9.131310 -15.682550 1.928260 -0.38 -0.02 -0.43
H 12.016070 -16.531330 2.012120 0.05 0.00 -0.50
H 11.249020 -14.917030 1.974830 0.63 0.07 -0.13
H 10.326760 -15.215020 4.056610 -0.22 -0.01 0.32
H 11.994170 -15.660330 4.285610 0.08 -0.22 -0.18
H 12.063570 -18.763650 3.595940 0.24 0.77 -0.74
H 11.757580 -19.212720 5.057480 -0.42 0.57 1.24
H 12.675840 -17.623270 4.798730 0.21 -0.53 0.47
H 9.551860 -18.121570 6.017930 0.64 -0.09 0.95
H 9.003160 -16.569500 5.724750 0.28 0.66 -0.30
H 10.679040 -16.665410 6.416500 -0.27 -0.38 0.32
H 9.983630 -18.847900 0.096620 0.29 0.88 -0.37
H 11.391470 -18.799310 1.225640 -0.07 0.79 0.02
H 10.065400 -19.841260 1.356960 -0.25 -0.08 0.87
H 8.096520 -19.030460 4.119860 -0.19 0.16 0.08
C 28.314470 -18.146840 -4.544890 0.40 2.09 -1.99
C 28.890890 -17.541350 -5.915230 0.93 0.68 0.92
C 28.897020 -18.763460 -6.893330 -0.57 1.19 -0.48
C 28.907740 -18.376790 -8.420880 0.96 -1.15 1.85
C 27.910490 -17.282570 -8.717390 0.73 -0.20 1.16
C 28.029550 -16.018680 -7.792910 -0.19 -0.03 -1.52
N 28.013800 -16.387980 -6.399320 -0.32 -3.52 0.34
O 28.012470 -15.318890 -5.498800 0.48 0.29 -0.13
C 29.257930 -15.209690 -8.206040 -0.60 1.30 0.02
C 26.760230 -15.144860 -8.101860 0.86 -0.37 0.28
C 30.356810 -17.047110 -5.632650 -0.65 0.09 -0.29
H 27.296180 -18.370940 -4.862640 0.00 -0.82 0.70
H 28.280670 -17.358980 -3.792410 0.07 -0.07 0.12
H 29.007660 -18.924480 -4.224170 -0.61 -0.31 -0.02
H 29.701700 -19.449460 -6.628770 0.41 0.33 -0.09
H 28.024760 -19.368410 -6.645700 -0.45 0.17 -0.33
H 28.664480 -19.308640 -8.931340 -0.21 0.11 -0.36
H 29.946030 -18.189800 -8.694880 0.02 0.52 -0.13
H 26.971720 -17.807730 -8.541270 -0.56 0.63 -0.40
H 28.086000 -16.957520 -9.742880 -0.62 0.10 -0.05
H 30.232070 -15.681380 -8.335100 -0.27 -0.20 0.11
H 28.977380 -14.647290 -9.096600 0.31 -0.30 -0.50
H 29.293020 -14.396490 -7.481080 0.60 -0.05 0.33
H 26.400070 -15.293140 -9.119900 -0.04 -0.40 0.04
H 26.023300 -15.454430 -7.360790 -0.29 0.39 -0.26
H 26.997200 -14.081310 -8.073490 -0.14 0.04 0.58
H 30.431960 -16.234310 -4.910280 -0.49 -0.26 0.45
H 30.828210 -16.566350 -6.489830 0.07 -0.64 -0.36
H 30.914370 -17.912230 -5.273770 0.33 0.18 -0.09
H 27.246020 -15.518320 -4.956240 -0.16 0.25 0.11
C 13.102000 -22.718850 12.449810 -0.05 -2.43 0.61
C 14.201150 -21.722390 12.718670 -1.03 0.51 -1.29
C 14.391010 -21.560180 14.248740 -0.01 0.95 0.18
C 15.718100 -21.042140 14.698100 1.69 0.30 -0.80
C 16.833700 -21.944330 14.179160 -0.34 0.12 -1.06
C 16.837500 -22.010760 12.593490 0.19 -1.55 -0.53
N 15.457320 -22.246490 12.058950 0.15 -0.41 3.95
O 15.429140 -22.380710 10.710900 -0.23 0.40 -1.51
C 17.396350 -20.753590 11.965680 0.44 1.01 0.42
C 17.807210 -23.215680 12.142010 -1.16 1.10 -0.74
C 13.630250 -20.452370 11.996300 1.81 0.11 0.46
H 12.160210 -22.707920 12.998450 0.13 0.99 0.45
H 13.555430 -23.640700 12.814100 -0.23 -0.68 -0.44
H 12.770040 -22.836710 11.418300 0.58 0.15 -0.20
H 13.765180 -20.751240 14.625630 -0.98 -0.36 -0.34
H 14.229470 -22.426550 14.890140 -0.53 -0.51 -0.67
H 15.745260 -20.956630 15.784400 0.01 -0.03 0.03
H 15.878870 -20.044190 14.290230 -0.02 0.27 0.12
H 16.660810 -22.922190 14.628610 0.10 -0.36 -0.37
H 17.833500 -21.636890 14.485740 0.01 0.18 0.02
H 17.228810 -20.538720 10.910290 -0.67 -0.72 -0.05
H 16.942520 -19.930500 12.517650 0.43 0.45 -0.08
H 18.485340 -20.730150 12.006220 0.13 0.19 0.61
H 17.321470 -24.191350 12.157440 0.12 -0.07 0.77
H 18.030400 -23.090090 11.082520 -0.07 0.26 -0.21
H 18.792140 -23.159110 12.605490 -0.29 -0.22 0.51
H 13.710330 -20.602000 10.919600 0.13 -0.05 0.03
H 14.316140 -19.655730 12.284440 -0.39 0.68 -0.23
H 12.584100 -20.223380 12.199340 0.18 -0.07 0.47
H 15.451930 -23.327700 10.555030 -0.12 -0.20 -0.14
```
Forces are in eV/Å.

Results
HOMO-LUMO gap in eV: 8.078
Energy above the lowest of the compared OMol25 structures with the same formula, charge and spin in kcal per mole: 170.5